Entry from the OMol25 dataset: the molecule C6H6 (the ωB97M-V functional and the def2-TZVPD basis).

Charge: 0
SMILES string: c1ccccc1
Frontier orbital gap in eV: 10.3
HOMO energy in eV: -9.2
M in g/mol: 78.11

Geometry as XYZ:
```
12
Properties=species:S:1:pos:R:3:mulliken_charge:R:1
C -0.319 0.841 -1.063 -0.377
C -0.077 1.376 0.204 -0.308
C 0.073 0.536 1.302 -0.396
C 0.146 -0.831 1.095 -0.255
C 0.143 -1.332 -0.194 -0.378
C -0.225 -0.530 -1.276 -0.297
H -0.493 1.502 -1.907 0.331
H 0.013 2.450 0.332 0.351
H 0.250 0.926 2.297 0.340
H 0.321 -1.535 1.905 0.341
H 0.742 -2.219 -0.260 0.300
H -0.398 -0.935 -2.274 0.349
```